# 1
ORCA calculation (ωB97M-V/def2-TZVPD) on 13 unconnected molecules or ions with the total composition C38H87N9O10S4.

## Properties
Calculated total energy (hartree): -4338.00590
F_max (eV/Å): 2.5
Charge: 0

Last column: Mulliken charge in e.
Element x y z (Å)
C: 4.222 2.321 3.497  -1.04
C: 3.361 3.500 3.080  0.10
C: 1.859 3.321 3.222  -0.06
C: 1.432 2.016 2.822  0.32
N: 1.123 0.945 2.529  -0.39
H: 5.274 2.556 3.374  0.42
H: 3.996 1.482 2.833  0.00
H: 4.009 2.052 4.536  0.34
H: 3.524 3.793 2.058  -0.43
H: 3.685 4.382 3.633  0.43
H: 1.283 4.074 2.685  -0.11
H: 1.609 3.462 4.278  0.53
C: -2.927 -2.632 -5.478  -1.33
C: -1.713 -2.159 -4.683  0.18
C: -1.368 -0.679 -4.838  -0.08
C: -2.529 0.214 -4.709  0.33
N: -3.407 0.961 -4.688  -0.61
H: -2.862 -3.704 -5.675  0.40
H: -3.034 -2.124 -6.440  0.32
H: -3.856 -2.498 -4.905  0.29
H: -0.815 -2.741 -4.895  0.38
H: -1.889 -2.335 -3.613  -0.20
H: -0.971 -0.529 -5.843  0.41
H: -0.617 -0.414 -4.092  -0.09
C: -0.426 -0.937 0.108  -0.32
C: -0.932 0.411 -0.427  -0.29
C: 0.188 1.344 -0.948  2.61
C: 1.174 0.649 -1.708  -0.47
N: 2.059 0.179 -2.290  -0.75
H: -1.227 -1.441 0.650  0.12
H: 0.415 -0.745 0.783  -0.31
H: -0.066 -1.695 -0.599  0.26
H: -1.278 0.944 0.458  -0.16
H: -1.726 0.312 -1.159  0.53
H: 0.693 1.831 -0.109  -0.89
H: -0.269 2.139 -1.536  -0.53
C: 2.095 -5.159 3.732  -0.66
S: 3.150 -3.774 3.633  0.23
O: 3.710 -3.732 2.228  -0.47
C: 1.946 -2.496 3.709  -0.18
H: 2.614 -6.097 3.557  0.42
H: 1.246 -5.156 3.046  -0.06
H: 1.656 -5.236 4.722  0.41
H: 1.264 -2.532 2.856  -0.27
H: 2.499 -1.568 3.563  0.06
H: 1.437 -2.421 4.673  0.58
C: 7.668 -0.478 -3.342  -0.94
S: 6.972 0.974 -2.649  0.56
O: 7.593 2.157 -3.325  -0.71
C: 5.417 0.794 -3.329  -0.38
H: 8.742 -0.444 -3.141  0.35
H: 7.523 -0.538 -4.418  0.32
H: 7.234 -1.386 -2.918  0.29
H: 4.927 -0.078 -2.883  0.11
H: 5.388 0.631 -4.403  0.54
H: 4.829 1.696 -3.189  -0.11
C: 2.886 4.250 -2.259  -0.65
S: 3.151 4.275 -0.544  0.10
O: 1.829 4.016 0.129  -0.59
C: 4.056 2.780 -0.465  0.24
H: 2.437 5.195 -2.534  0.28
H: 2.213 3.446 -2.586  0.08
H: 3.830 4.095 -2.784  0.53
H: 3.506 1.940 -0.901  -0.48
H: 4.338 2.486 0.537  0.04
H: 5.001 2.895 -0.994  0.33
C: -2.135 -2.993 3.641  -0.54
S: -2.208 -4.552 2.922  0.51
O: -0.908 -4.676 2.142  -0.77
C: -1.908 -5.526 4.368  -1.09
H: -2.404 -2.237 2.911  0.01
H: -1.210 -2.878 4.208  0.18
H: -2.983 -2.906 4.339  0.44
H: -1.637 -6.537 4.033  0.39
H: -2.779 -5.580 5.018  0.40
H: -1.027 -5.157 4.883  0.22
C: -7.830 -3.344 -1.929  -1.02
C: -6.279 -3.273 -1.726  0.57
O: -5.513 -4.028 -2.263  -0.58
N: -5.869 -2.288 -0.912  -0.03
C: -4.457 -2.073 -0.577  -0.27
H: -8.062 -3.334 -2.989  0.29
H: -8.339 -2.493 -1.479  0.30
H: -8.218 -4.271 -1.495  0.27
H: -6.537 -1.654 -0.502  0.23
H: -3.805 -2.582 -1.268  -0.26
H: -4.200 -2.490 0.394  0.15
H: -4.208 -1.000 -0.581  0.34
C: -5.695 -1.176 3.416  -1.27
C: -4.943 0.119 3.247  0.83
O: -3.968 0.348 3.912  -0.63
N: -5.420 0.960 2.335  -0.11
C: -4.777 2.221 2.063  -0.76
H: -6.777 -1.105 3.231  0.45
H: -5.639 -1.592 4.408  0.33
H: -5.404 -1.944 2.703  0.18
H: -6.306 0.682 1.946  0.20
H: -4.284 2.570 2.970  0.28
H: -5.450 3.021 1.774  0.43
H: -4.066 2.080 1.248  0.12
C: -1.641 -4.991 -1.278  -0.67
C: -0.186 -4.545 -1.412  0.84
O: 0.239 -4.139 -2.477  -0.67
N: 0.527 -4.651 -0.286  0.09
C: 1.862 -4.124 -0.213  -1.08
H: -1.869 -5.626 -2.127  0.38
H: -2.247 -4.084 -1.337  -0.20
H: -1.841 -5.547 -0.369  0.30
H: -0.024 -4.748 0.555  0.30
H: 2.499 -4.795 0.349  0.40
H: 1.975 -3.160 0.308  0.01
H: 2.224 -3.913 -1.218  0.52
C: -2.452 4.245 -4.568  -0.85
C: -1.245 4.443 -3.682  0.59
O: -0.340 3.616 -3.653  -0.62
N: -1.270 5.567 -2.936  -0.17
C: -0.128 5.922 -2.106  -0.19
H: -3.166 5.073 -4.494  0.36
H: -2.896 3.327 -4.219  0.13
H: -2.151 4.181 -5.614  0.26
H: -2.000 6.267 -3.028  0.24
H: 0.595 6.430 -2.752  0.39
H: 0.306 5.048 -1.641  -0.47
H: -0.402 6.598 -1.299  0.33
C: -1.742 7.019 3.906  -1.15
C: -1.815 6.183 2.606  0.57
O: -2.217 6.653 1.578  -0.61
N: -1.462 4.883 2.742  -0.05
C: -1.463 3.963 1.617  -1.13
H: -2.644 6.768 4.467  0.28
H: -1.625 8.048 3.607  0.33
H: -0.852 6.739 4.487  0.33
H: -1.156 4.596 3.656  0.27
H: -1.447 2.935 1.966  0.34
H: -0.645 4.163 0.922  0.37
H: -2.430 4.136 1.150  0.48
C: 6.185 -2.671 -0.058  -1.34
C: 5.109 -2.348 -1.063  0.63
O: 5.071 -2.757 -2.211  -0.68
N: 4.118 -1.531 -0.662  0.94
C: 4.040 -0.867 0.641  -1.30
H: 5.741 -2.923 0.905  0.26
H: 6.856 -1.816 0.019  0.25
H: 6.785 -3.498 -0.412  0.43
H: 3.498 -1.216 -1.400  0.15
H: 2.984 -0.633 0.871  0.04
H: 4.475 0.130 0.647  0.34
H: 4.358 -1.451 1.484  0.38

=====

# 2
ORCA calculation (ωB97M-V/def2-TZVPD) on a molecular structure, C3H4S5.

## Properties
Calculated total energy (hartree): -2107.54023
F_max (eV/Å): 3.6
Charge: 0

Last column: Mulliken charge in e.
Element x y z (Å)
C: -0.676 -1.721 -1.626  0.25
C: -0.365 -0.178 0.796  -0.02
C: 0.468 0.698 0.010  -0.48
S: -1.306 -3.088 -2.260  -0.30
S: -1.403 -1.394 -0.062  -0.11
S: 0.657 -0.933 -2.154  -0.21
S: -1.622 0.967 1.552  -0.16
S: 2.034 1.034 0.667  -0.13
H: 0.356 -0.774 1.526  0.38
H: 0.038 1.499 -0.621  0.44
H: -0.734 1.777 2.056  0.15
H: 2.551 2.112 0.116  0.18

=====

# 3
ORCA calculation (ωB97M-V/def2-TZVPD) on 2 unconnected molecules or ions with the total composition C2H7ClNOP.

## Properties
Multiplicity: 3
Calculated total energy (hartree): -1011.83634
F_max (eV/Å): 4.0
Charge: 0
Expectation value of S²: 2.01

Last column: Mulliken spin population.
Element x y z (Å)
C: -0.433 -1.827 0.519  -0.02
C: 1.815 2.044 0.511  0.93
N: -0.949 -1.107 -0.594  0.50
O: -1.882 0.754 -1.983  0.05
P: -1.237 0.429 -0.524  0.34
Cl: -2.684 0.882 0.729  0.11
H: -1.153 -2.118 1.321  0.02
H: 0.353 -1.333 1.080  0.01
H: 0.043 -2.760 0.073  0.00
H: 2.153 0.994 0.272  0.03
H: 1.400 2.669 -0.324  0.01
H: 1.648 2.105 1.569  0.03
H: -1.517 0.229 -2.631  -0.01

=====

# 4
ORCA calculation (ωB97M-V/def2-TZVPD) on a molecular structure, C8H18I2NOP2SV.

## Properties
Multiplicity: 3
Calculated total energy (hartree): -3065.28155
F_max (eV/Å): 7.3
Charge: +2
Expectation value of S²: 2.39

Last column: Mulliken spin population.
Element x y z (Å)
I: -3.991 0.678 -1.523  0.08
I: -1.137 0.980 -2.217  -0.06
V: 0.233 0.056 -0.137  2.52
P: -0.087 2.144 0.851  -0.15
C: 1.184 3.267 0.188  0.04
C: -1.646 2.988 0.620  0.01
H: -1.647 3.950 1.140  0.00
H: 0.113 3.249 3.010  0.00
H: -2.450 2.357 0.995  0.00
H: -0.576 1.585 3.172  0.00
H: 1.077 3.373 -0.898  0.00
H: -1.837 3.123 -0.444  0.00
C: 0.187 2.201 2.669  -0.01
H: 1.093 4.249 0.677  0.00
H: 1.177 1.784 2.917  0.00
H: 2.172 2.836 0.397  0.00
P: -0.337 -2.140 -0.791  -0.15
C: 0.838 -2.661 -2.078  0.03
C: -0.157 -3.413 0.518  -0.01
H: -2.708 -2.125 -0.751  0.00
H: -2.076 -3.488 -1.741  0.00
H: -2.109 -1.801 -2.350  0.00
C: -1.958 -2.435 -1.477  0.01
H: -0.875 -3.206 1.328  0.00
H: -0.364 -4.399 0.070  0.00
H: 0.609 -3.698 -2.362  0.00
H: 1.857 -2.594 -1.675  0.00
H: 0.859 -3.384 0.945  0.00
H: 0.761 -1.999 -2.950  0.00
C: 1.633 0.414 -1.375  -0.04
O: 2.275 0.732 -2.298  0.17
S: 1.125 -0.802 1.936  -0.39
C: 2.797 -0.891 1.870  0.08
N: 3.965 -0.931 1.768  -0.15

=====

# 5
ORCA calculation (ωB97M-V/def2-TZVPD) on 7 unconnected molecules or ions with the total composition C24H59BN2O9P.

## Properties
Calculated total energy (hartree): -2102.54204
F_max (eV/Å): 0.6
Charge: +1

Last column: Mulliken charge in e.
Element x y z (Å)
C: 3.557 -0.435 -3.223  -1.17
C: 3.341 1.044 -3.643  0.14
B: 2.059 1.176 -4.500  0.32
O: 2.068 1.018 -5.857  -0.56
C: 0.624 1.435 -3.797  0.65
C: 0.507 1.732 -2.422  -0.52
N: -0.628 1.938 -1.796  -0.95
N: -1.711 1.819 -2.545  0.44
C: -1.768 1.547 -3.843  0.10
P: -3.414 1.460 -4.711  0.10
O: -4.267 1.094 -3.364  -0.32
O: -3.241 0.024 -5.422  -0.44
C: -0.557 1.349 -4.511  -0.14
H: 4.561 -0.548 -2.826  0.41
H: 3.482 -1.119 -4.060  0.34
H: 2.866 -0.739 -2.438  0.24
H: 3.297 1.630 -2.725  -0.10
H: 4.212 1.385 -4.199  0.38
H: 1.636 1.717 -6.357  0.32
H: 1.413 1.818 -1.842  0.37
H: -2.591 1.954 -2.055  0.28
H: -5.122 1.538 -3.459  0.30
H: -3.291 -0.710 -4.790  0.35
H: -0.558 1.127 -5.568  0.47
C: 2.579 5.679 0.160  -1.45
C: 2.840 4.183 0.228  0.65
C: 3.964 3.847 1.190  -1.28
O: 3.146 3.675 -1.079  -0.46
H: 3.469 6.205 -0.197  0.36
H: 1.769 5.899 -0.537  0.34
H: 2.314 6.078 1.139  0.39
H: 1.930 3.668 0.542  0.14
H: 4.899 4.315 0.866  0.45
H: 4.127 2.772 1.219  0.15
H: 3.737 4.187 2.199  0.39
H: 3.950 4.111 -1.382  0.30
C: 2.655 -0.252 1.527  -1.26
C: 2.799 0.235 2.963  0.46
C: 1.936 -0.574 3.917  -1.34
O: 2.463 1.622 3.041  -0.49
H: 1.618 -0.143 1.194  0.28
H: 3.281 0.340 0.855  0.28
H: 2.939 -1.301 1.433  0.42
H: 3.844 0.165 3.267  0.31
H: 0.879 -0.477 3.651  0.34
H: 2.050 -0.215 4.939  0.31
H: 2.203 -1.631 3.892  0.40
H: 1.541 1.712 2.780  0.32
C: -4.129 -2.024 0.517  -1.29
C: -5.349 -1.975 -0.388  0.53
C: -4.971 -2.177 -1.847  -1.10
O: -6.029 -0.727 -0.227  -0.52
H: -3.426 -1.226 0.255  0.26
H: -4.418 -1.875 1.557  0.33
H: -3.610 -2.979 0.434  0.39
H: -6.059 -2.745 -0.087  0.33
H: -4.295 -1.381 -2.179  0.01
H: -5.857 -2.138 -2.481  0.34
H: -4.476 -3.137 -1.999  0.43
H: -5.425 -0.023 -0.482  0.27
C: 2.375 1.687 8.537  -1.27
C: 2.668 0.194 8.558  0.36
C: 3.781 -0.142 9.537  -1.24
O: 3.010 -0.259 7.246  -0.48
H: 3.261 2.244 8.218  0.34
H: 1.576 1.910 7.829  0.31
H: 2.079 2.047 9.523  0.39
H: 1.764 -0.350 8.832  0.24
H: 4.708 0.361 9.249  0.34
H: 3.978 -1.214 9.540  0.32
H: 3.524 0.167 10.551  0.37
H: 3.810 0.206 6.976  0.32
C: 4.005 -5.111 -5.896  -1.34
C: 4.562 -3.698 -5.974  0.55
C: 5.905 -3.666 -6.685  -1.36
O: 4.685 -3.142 -4.661  -0.50
H: 4.681 -5.756 -5.330  0.35
H: 3.042 -5.116 -5.383  0.33
H: 3.872 -5.539 -6.890  0.38
H: 3.855 -3.056 -6.502  0.25
H: 6.638 -4.269 -6.143  0.36
H: 6.290 -2.647 -6.732  0.32
H: 5.825 -4.055 -7.701  0.38
H: 5.307 -3.690 -4.169  0.30
C: -10.016 0.025 2.065  -1.18
C: -9.565 -1.427 2.116  0.36
C: -8.318 -1.593 2.969  -1.10
O: -9.322 -1.911 0.797  -0.55
H: -9.235 0.648 1.619  0.26
H: -10.909 0.126 1.448  0.31
H: -10.237 0.409 3.062  0.37
H: -10.369 -2.043 2.521  0.31
H: -7.489 -1.019 2.544  0.20
H: -8.008 -2.638 2.996  0.30
H: -8.484 -1.254 3.992  0.40
H: -8.614 -1.377 0.419  0.32

=====

# 6
ORCA calculation (ωB97M-V/def2-TZVPD) on a molecular structure, C15H14IN3OY.

## Properties
Calculated total energy (hartree): -1155.37495
F_max (eV/Å): 0.6
Charge: +1

Last column: Mulliken charge in e.
Element x y z (Å)
Y: -0.152 0.551 0.001  1.35
C: 1.150 0.018 4.456  -1.42
C: 1.050 0.100 2.971  0.62
N: -0.056 0.203 2.333  0.42
N: -1.257 0.176 2.988  -1.00
C: -2.233 0.007 2.123  0.62
O: -2.022 -0.112 0.840  -0.86
C: -3.614 -0.062 2.625  0.60
C: -4.651 -0.281 1.721  -0.38
C: -5.961 -0.335 2.168  -0.66
C: -6.234 -0.168 3.519  -0.35
C: -5.202 0.051 4.423  -0.69
C: -3.893 0.103 3.981  -0.25
C: 2.260 0.021 2.113  0.59
C: 3.532 -0.045 2.655  -0.54
C: 4.629 -0.147 1.813  -0.45
C: 4.433 -0.177 0.443  -0.71
C: 3.135 -0.102 -0.026  0.06
N: 2.071 -0.014 0.776  -0.20
H: 0.155 0.060 4.887  0.31
H: 1.742 0.850 4.843  0.37
H: 1.635 -0.910 4.765  0.37
H: -4.414 -0.407 0.674  0.39
H: -6.767 -0.506 1.466  0.41
H: -7.258 -0.207 3.869  0.39
H: -5.424 0.181 5.474  0.40
H: -3.079 0.274 4.671  0.42
H: 3.661 -0.017 3.727  0.38
H: 5.628 -0.200 2.225  0.44
H: 5.259 -0.255 -0.248  0.41
H: 2.943 -0.113 -1.094  0.34
I: -1.636 3.202 -0.309  0.04
C: 0.496 2.820 0.041  -1.05
H: 0.715 3.329 0.976  0.30
H: 1.000 3.319 -0.785  0.36